1.
Formula: C16H19F6N5O4PtS
Source: the OMol25 dataset
Level of theory: ωB97M-V/def2-TZVPD

Each line ends with the natural charge from an NBO analysis.
Cartesian coordinates (Å):
Pt1 2.059235 -0.556903 0.242678  0.943
N1 4.111249 -0.403831 0.050865  -0.772
C1 4.686742 0.631565 0.948407  -0.230
C2 4.527917 0.166355 2.392284  -0.430
C3 3.089243 0.123055 2.898870  -0.233
N2 2.370075 -1.087463 2.427001  -0.835
H1 4.546154 -1.290146 0.299187  0.390
H2 4.348724 -0.231990 -0.922627  0.412
H3 4.147360 1.559663 0.761467  0.246
H4 5.740777 0.778174 0.708520  0.208
H5 5.100614 0.837635 3.032784  0.247
H6 4.985144 -0.824477 2.505981  0.198
H7 2.546122 0.985712 2.506445  0.220
H8 3.070245 0.176078 3.989241  0.209
H9 1.430056 -1.106368 2.811242  0.406
H10 2.830216 -1.934756 2.747388  0.393
C4 2.567483 1.054870 -2.741802  -0.650
C5 1.811980 1.859219 -1.687340  0.096
O1 1.923818 1.378672 -0.397262  -0.815
C6 0.321380 1.924109 -2.095389  0.953
F1 -0.430429 2.523111 -1.166532  -0.314
F2 -0.150732 0.672211 -2.244942  -0.329
F3 0.128176 2.564185 -3.254479  -0.313
C7 2.420458 3.280820 -1.625897  0.964
F4 1.823431 4.050406 -0.714389  -0.308
F5 3.722793 3.191949 -1.273761  -0.338
F6 2.378823 3.917581 -2.800889  -0.313
H11 2.315758 0.001139 -2.610851  0.226
H12 3.641733 1.193303 -2.622822  0.215
H13 2.296180 1.350325 -3.753973  0.251
O2 -5.301325 -4.438575 -1.316802  -1.006
S1 -6.527821 -3.718436 -1.042854  2.400
O3 -7.264050 -3.288304 -2.212727  -0.992
O4 -7.324696 -4.246338 0.044118  -0.992
C8 -5.940764 -2.133845 -0.356611  0.156
N3 -6.855026 -1.244135 0.047590  -0.390
C9 -6.410460 -0.097582 0.521379  0.081
C10 -5.053854 0.208207 0.635821  -0.293
C11 -4.196005 -0.792778 0.218611  0.164
N4 -4.634730 -1.941463 -0.282813  -0.441
C12 -2.713193 -0.705976 0.296463  0.051
C13 -2.032329 0.292302 0.983754  -0.228
C14 -0.653562 0.288125 1.003968  0.054
N5 0.058140 -0.666600 0.396041  -0.476
C15 -0.588795 -1.645492 -0.263646  0.045
C16 -1.958165 -1.698783 -0.333165  -0.201
H14 -7.160151 0.622142 0.835655  0.194
H15 -4.724164 1.166035 1.010519  0.211
H16 -2.557960 1.081027 1.502213  0.235
H17 -0.085528 1.078054 1.477622  0.220
H18 0.033167 -2.404700 -0.719360  0.217
H19 -2.469449 -2.497087 -0.855174  0.296

Cartesian forces, eV/Å:
Pt 0.102 0.869 1.185
N 0.097 -0.159 0.003
C -0.111 -0.122 0.076
C 0.011 0.082 -0.025
C 0.009 0.063 -0.027
N -0.115 -0.431 -0.520
H -0.004 -0.036 -0.185
H -0.009 0.175 0.032
H 0.012 -0.002 0.001
H 0.004 0.000 0.025
H -0.026 0.020 -0.006
H 0.053 0.027 0.067
H -0.004 0.012 0.130
H 0.033 -0.087 0.000
H -0.002 -0.051 0.002
H 0.022 0.021 0.008
C -0.025 -0.095 -0.043
C 0.070 0.107 -0.036
O -0.011 -0.439 -0.647
C 0.008 0.044 0.059
F 0.002 0.007 -0.001
F -0.020 -0.037 0.006
F -0.015 -0.029 -0.006
C -0.025 0.009 0.024
F -0.028 0.015 -0.032
F 0.009 -0.017 0.023
F 0.015 -0.004 -0.010
H -0.028 0.003 -0.014
H 0.004 0.000 0.017
H 0.024 0.035 0.000
O 0.033 -0.029 -0.008
S 0.014 0.005 0.001
O -0.019 0.021 -0.027
O -0.004 -0.015 0.023
C -0.075 0.003 0.034
N -0.126 0.026 -0.029
C 0.066 0.103 0.051
C -0.071 -0.176 -0.090
C 0.076 0.077 0.057
N 0.127 -0.026 0.023
C -0.020 -0.033 -0.033
C 0.033 0.034 0.021
C -0.026 0.088 -0.039
N -0.018 -0.023 -0.195
C -0.067 -0.108 0.154
C 0.063 0.022 0.026
H -0.009 -0.005 -0.016
H 0.010 0.001 0.032
H -0.004 0.005 -0.010
H -0.016 0.010 -0.014
H -0.009 0.042 -0.071
H -0.010 -0.006 0.003

Calculated values
total charge = 0
calculated total energy = -2312.52065 Eh
2S+1 = 1
energy above the lowest of the compared OMol25 structures with the same formula, charge and spin = 30.7 kcal/mol
frontier orbital gap = 5.350 eV



2.
Formula: C4H6N2O
Source: the OMol25 dataset
Level of theory: ωB97M-V/def2-TZVPD

Each line ends with the natural charge from an NBO analysis.
Cartesian coordinates (Å):
C1 1.236170 -0.833565 -0.511537  0.277
C2 -0.199431 -0.578714 0.414248  -0.092
C3 -0.457616 0.842160 0.873239  -0.535
N1 -0.066568 -0.821046 -0.976818  -0.666
O1 2.125862 0.079472 -0.998614  -0.687
C4 -1.850845 1.208734 0.665942  0.286
N2 -2.944148 1.468059 0.427145  -0.332
H1 1.657814 0.720638 -1.549344  0.485
H2 -0.508420 -1.541950 -1.537180  0.391
H3 1.745761 -1.694731 -0.099974  0.174
H4 -0.681816 -1.345904 1.012385  0.197
H5 -0.225714 0.935680 1.941494  0.253
H6 0.168952 1.561167 0.339013  0.249

Cartesian forces, eV/Å:
C -1.744 -0.308 2.023
C 1.979 0.387 -0.918
C 0.038 -0.153 0.141
N -0.354 0.199 -1.462
O 0.090 0.393 0.300
C -0.417 0.246 -0.262
N 0.044 -0.043 0.124
H -0.118 -0.142 0.050
H 0.010 0.010 0.494
H -0.029 -0.255 -0.467
H 0.486 -0.161 0.183
H 0.000 -0.044 -0.203
H 0.016 -0.129 -0.002

Calculated values
total charge = 0
calculated total energy = -340.69239 Eh
2S+1 = 1
SMILES string = N#CC[C@H]1N[C@H]1O
energy above the lowest of the compared OMol25 structures with the same formula, charge and spin = 64.3 kcal/mol
frontier orbital gap = 10.042 eV



3.
Formula: C18H56O19
Source: the OMol25 dataset
Level of theory: ωB97M-V/def2-TZVPD

Each line ends with the Löwdin charge.
Cartesian coordinates (Å):
O1 -4.528067 -0.255001 -0.582519  -0.022
H1 -4.807164 0.668402 -0.619402  0.081
H2 -5.064526 -0.700783 -1.247147  0.081
C1 0.383158 -4.103443 -0.480677  -0.181
C2 -0.734766 -3.440819 0.348251  -0.226
O2 -0.234391 -2.249441 0.929818  -0.067
O3 0.648061 -3.289249 -1.630242  -0.134
H3 0.054656 -5.090299 -0.806507  0.134
H4 1.346578 -4.185154 0.028669  0.097
H5 -1.069354 -4.168052 1.093295  0.114
H6 -1.573539 -3.336892 -0.342422  0.120
H7 -0.650565 -1.535501 0.415660  0.037
H8 0.955144 -2.417690 -1.340733  0.051
C3 -4.521705 2.412949 -4.312737  -0.242
C4 -3.092352 2.818935 -4.667833  -0.252
O4 -2.732967 3.996058 -3.965231  -0.071
O5 -4.972849 1.350963 -5.151941  -0.057
H9 -5.186971 3.273316 -4.380411  0.124
H10 -4.561560 2.150665 -3.250763  0.107
H11 -3.009973 3.010112 -5.740436  0.122
H12 -2.384389 2.039677 -4.367188  0.108
H13 -1.799293 4.174207 -4.096526  0.084
H14 -4.501399 0.572379 -4.838860  0.081
C5 6.229812 1.138319 -2.619751  -0.261
C6 5.194298 0.046987 -2.376668  -0.221
O6 3.869070 0.571192 -2.284919  -0.072
O7 6.427979 2.004449 -1.525266  -0.062
H15 5.913767 1.702239 -3.504584  0.120
H16 7.195763 0.679148 -2.856269  0.121
H17 5.496808 -0.445002 -1.449654  0.106
H18 5.233623 -0.683655 -3.179722  0.124
H19 3.844397 1.383569 -1.768871  0.085
H20 7.074345 2.672303 -1.761452  0.087
C7 -1.185263 -0.367657 4.412353  -0.210
C8 -1.006078 0.658817 3.258648  -0.241
O8 -2.228573 1.285029 2.940967  -0.070
O9 -0.894665 0.185448 5.692113  -0.058
H21 -0.532133 -1.214456 4.175649  0.112
H22 -2.209129 -0.732040 4.386918  0.103
H23 -0.629513 0.202078 2.333657  0.101
H24 -0.185810 1.367509 3.385667  0.085
H25 -2.724311 0.698120 2.356142  0.048
H26 -0.029592 0.591840 5.588796  0.072
C9 -0.894052 0.287590 -1.813202  -0.192
C10 0.519061 0.497595 -1.342321  -0.212
O10 1.227654 -0.721209 -1.486498  -0.082
O11 -1.564442 -0.528511 -0.846972  -0.067
H27 -0.806482 -0.182306 -2.795161  0.130
H28 -1.392523 1.257288 -1.857825  0.124
H29 0.525520 0.939270 -0.341535  0.111
H30 1.004163 1.219559 -2.009277  0.127
H31 2.174202 -0.588181 -1.380575  0.064
H32 -2.480031 -0.245338 -0.758250  0.051
C11 3.252507 -3.528881 -1.241557  -0.214
C12 2.958496 -3.124136 -2.707762  -0.235
O12 2.048381 -3.971317 -3.372701  -0.080
O13 4.195687 -2.594199 -0.702019  -0.071
H33 3.688867 -4.528719 -1.168946  0.130
H34 2.326914 -3.567989 -0.658131  0.055
H35 3.913746 -3.176143 -3.233316  0.120
H36 2.586459 -2.099078 -2.786480  0.102
H37 1.219826 -3.914725 -2.874971  0.017
H38 3.977796 -2.609783 0.234472  0.075
C13 2.991419 0.559656 1.777113  -0.204
C14 4.427743 0.763081 2.309699  -0.209
O14 4.619838 -0.074915 3.452444  -0.071
O15 2.047181 1.118479 2.673029  -0.078
H39 2.812292 -0.494646 1.552151  0.118
H40 2.931518 1.053846 0.805739  0.110
H41 4.678869 1.748479 2.701901  0.126
H42 5.184347 0.580800 1.541145  0.115
H43 4.870507 -0.971980 3.221506  0.084
H44 2.257026 0.812272 3.563114  0.106
C15 -5.795921 -1.423529 3.310965  -0.244
C16 -4.511246 -1.959030 2.643317  -0.216
O16 -3.756359 -0.933969 1.990840  -0.102
O17 -6.563337 -2.516625 3.773803  -0.053
H45 -6.233596 -0.755375 2.563604  0.116
H46 -5.423836 -0.846731 4.161105  0.123
H47 -4.669920 -2.821430 1.992345  0.123
H48 -3.804959 -2.300775 3.401355  0.113
H49 -4.113712 -0.743575 1.108249  0.033
H50 -7.236118 -2.103183 4.324741  0.087
C17 -0.074427 3.481836 1.475942  -0.265
C18 -1.341656 4.318397 1.533479  -0.225
O18 -2.035796 4.189679 0.277637  -0.082
O19 0.873001 3.718608 2.500553  -0.062
H51 0.420593 3.766077 0.536322  0.114
H52 -0.332969 2.427542 1.356086  0.092
H53 -1.183489 5.382020 1.721528  0.120
H54 -1.984156 3.979329 2.346629  0.112
H55 -1.708103 4.894311 -0.286492  0.075
H56 1.356954 2.890991 2.615308  0.034

Cartesian forces, eV/Å:
O -0.045 0.324 -0.316
H -0.011 0.030 0.090
H 0.038 -0.130 0.036
C -1.052 0.868 -0.240
C 1.192 -1.248 -0.209
O -0.725 -0.139 -0.350
O -2.330 -0.603 1.396
H 0.110 -0.012 -0.223
H -0.977 -0.584 0.961
H 0.107 0.245 0.410
H -0.054 0.631 0.069
H 0.120 0.111 0.201
H -0.402 0.449 -0.022
C 0.361 0.308 0.237
C 0.283 0.189 -0.005
O -0.419 0.318 0.404
O 0.172 0.356 0.552
H -0.054 -0.074 -0.510
H 0.067 -0.259 0.044
H -0.121 -0.303 -0.095
H -0.156 -0.358 -0.290
H 0.014 -0.042 -0.065
H -0.100 -0.158 -0.263
C 0.356 -0.218 -1.272
C 0.744 1.048 1.061
O -0.314 -0.371 -0.138
O -0.730 -0.080 0.739
H 0.000 0.096 -0.035
H -0.135 -0.311 -0.144
H -0.321 -0.264 0.057
H -0.189 0.084 -0.088
H 0.447 -0.005 0.042
H 0.006 0.017 -0.075
C 0.886 0.554 -1.078
C -0.315 -1.020 -0.687
O 0.006 1.043 0.047
O -0.141 -0.201 -0.272
H 0.086 -0.145 0.269
H -0.060 0.157 0.213
H -0.156 -0.774 0.204
H -0.502 0.448 0.890
H 0.013 -0.212 0.369
H -0.015 0.114 0.276
C 0.281 0.070 0.742
C 0.462 0.575 -0.675
O -0.220 -0.073 0.588
O 0.110 -0.029 -0.366
H -0.488 -0.154 -0.029
H 0.023 0.062 -0.253
H 0.085 -0.408 0.236
H -0.153 0.191 -0.018
H 0.366 0.342 -0.148
H -0.142 -0.135 -0.042
C 0.069 -0.001 -0.734
C 0.201 -0.552 0.067
O 1.425 -0.776 -1.088
O -0.446 0.104 0.411
H -0.005 -0.151 -0.418
H 1.644 0.658 -0.433
H -0.024 0.032 -0.176
H 0.301 0.099 0.318
H 0.189 0.173 -0.076
H 0.419 0.298 0.114
C 1.426 0.815 -0.088
C 0.028 -0.874 0.138
O 0.021 0.091 0.382
O -0.084 -0.161 -0.276
H -0.087 -0.165 0.383
H -0.373 0.370 0.117
H -0.708 0.289 -0.275
H -0.153 -0.283 -0.164
H -0.039 0.010 -0.280
H 0.130 -0.136 -0.031
C 2.043 -0.245 -0.396
C 0.789 0.015 0.432
O -0.453 0.064 -0.272
O -0.363 0.600 -0.283
H -0.705 -0.118 0.194
H -0.316 0.369 -0.047
H -0.383 0.137 -0.182
H -0.292 -0.227 0.219
H -0.119 -0.281 0.258
H -0.159 -0.430 0.088
C 0.758 0.532 -1.114
C -0.332 0.060 0.304
O 0.061 -0.180 0.455
O -0.639 -0.018 0.339
H -0.101 -0.043 -0.261
H -0.171 -0.025 0.326
H 0.530 -0.037 0.074
H -0.166 -0.237 -0.232
H -0.054 -0.060 -0.113
H 0.128 -0.032 0.093

Calculated values
total charge = 0
calculated total energy = -2148.76022 Eh
2S+1 = 1
SMILES string = OCCO.OCCO.OCCO.OCCO.OCCO.OCCO.OCCO.OCCO.OCCO.O
energy above the lowest of the compared OMol25 structures with the same formula, charge and spin = 34.3 kcal/mol
frontier orbital gap = 8.941 eV